[1]
Computed, not measured: an isolated molecule of C11H7IO2 in a non-equilibrium geometry, with ωB97M-V with the def2-TZVPD basis set.

- Energy: -23713.94758 eV
- SMILES: O=C1C=C/C(=C(\I)c2ccccc2)O1
- Kohn-Sham gap (spin up / spin down): 6.768 / 6.767 eV

Geometry as XYZ:
```
21
Properties=species:S:1:pos:R:3:forces:R:3
O 0.66175 4.20821 -0.12503 0.3 -0.4 0.1
C 1.25603 3.16908 -0.00596 -1.0 1.4 -0.3
C 2.66668 2.87279 0.02001 1.3 -2.2 0.0
C 2.80182 1.52930 0.09985 1.9 -1.0 0.3
C 1.52066 0.94433 0.18937 -3.9 -4.5 -0.8
C 1.02576 -0.46312 0.14346 2.5 5.2 -0.2
I 2.65544 -1.83240 0.11497 -0.6 0.2 0.1
C -0.36456 -0.87816 0.01301 -0.7 -1.3 0.0
C -0.63702 -2.24158 -0.22350 1.9 -0.8 -1.2
C -1.92836 -2.79464 -0.33646 2.9 -0.1 0.1
C -2.95525 -1.99993 0.02902 -0.1 0.9 0.1
C -2.70153 -0.62676 0.29983 -2.5 -0.3 -0.3
C -1.52389 -0.02739 0.16183 3.8 -1.9 -0.2
O 0.56902 1.97783 0.08262 0.8 -1.0 0.4
H 3.56646 3.42601 -0.05992 0.0 1.3 -0.1
H 3.73688 0.86409 0.09545 -1.5 1.5 0.0
H 0.24694 -2.94189 -0.51209 -1.7 1.4 0.8
H -1.89059 -3.83708 -0.66805 -0.9 0.4 0.3
H -3.90767 -2.45589 0.01257 -1.2 0.2 0.3
H -3.46329 0.11024 0.51191 -0.8 -0.6 0.0
H -1.33525 0.99694 0.15713 -0.3 1.5 0.4
```
Forces are in eV/Å.

=====

[2]
Computed, not measured: C11H7MoN2O6 as an isolated structure in a non-equilibrium geometry, with ωB97M-V with the def2-TZVPD basis set.

- Energy: -28605.48089 eV
- Expectation value of S²: 2.039
- Charge: +3
- Kohn-Sham gap (spin up / spin down): 6.803 / 5.451 eV
- 2S+1: 3

Geometry as XYZ:
```
27
Properties=species:S:1:pos:R:3:forces:R:3
O -4.03199 -0.82806 -3.22071 5.9 -0.5 1.8
C -2.91920 -0.84642 -2.82013 -7.2 1.7 -1.1
Mo -1.12513 -0.50320 -1.92263 2.4 0.4 -1.6
C -0.42814 -2.20816 -1.07002 0.9 -4.8 2.6
O 0.05164 -3.13853 -0.56590 -1.7 3.8 -2.1
C -0.71355 1.35730 -3.12837 3.6 3.1 -0.9
O 0.38796 1.90228 -3.21452 -3.8 -2.3 0.4
C -2.48174 -0.08038 -0.49193 -4.5 -0.2 3.9
O -3.29082 0.12121 0.31871 3.4 -0.5 -3.3
C -1.35433 -1.69872 -3.60759 1.1 -4.2 -4.3
O -1.40447 -2.41338 -4.53651 0.1 3.5 4.4
H -1.50878 1.85140 -3.75259 -0.2 -0.2 0.1
N 1.40687 0.07062 4.44749 -2.4 -0.9 -1.3
C 0.48177 -0.12610 3.45694 4.5 1.7 1.0
O -0.64833 -0.55543 3.66618 -1.4 -0.6 0.3
C 0.91394 0.27084 2.08172 -1.0 -0.3 -1.6
C 2.04573 1.03598 1.78327 0.2 0.1 0.1
C 2.34325 1.32062 0.44880 -0.2 -0.2 -0.1
C 1.48564 0.87275 -0.56124 0.2 0.3 0.6
N 0.34838 0.20581 -0.27329 -0.4 -0.2 0.1
C 0.08940 -0.12623 1.01895 0.2 0.4 0.0
H 1.15929 -0.31897 5.34155 0.0 0.0 0.8
H 2.39395 0.15892 4.25498 0.1 -0.1 -0.2
H 2.68743 1.40328 2.58408 0.0 0.1 -0.3
H 3.22115 1.89714 0.15972 -0.1 -0.2 0.2
H 1.70997 1.07624 -1.61175 -0.1 0.0 0.5
H -0.81990 -0.70081 1.21478 0.4 0.1 -0.1
```
Forces are in eV/Å.

=====

[3]
Computed, not measured: a 2-piece molecular cluster, C11H7N3O2 overall in a non-equilibrium geometry, with ωB97M-V with the def2-TZVPD basis set.

- Energy: -20078.97959 eV
- Energy above the lowest of the compared OMol25 structures with the same formula, charge and spin: 125.9 kcal/mol
- Kohn-Sham gap (spin up / spin down): 6.868 / 6.408 eV

Geometry as XYZ:
```
23
Properties=species:S:1:pos:R:3:forces:R:3
C -0.12323 0.64317 -2.94799 0.5 -2.5 -0.3
C -0.60648 1.80308 -2.33711 -0.4 0.7 -5.0
C 0.43919 -0.32663 -2.12958 1.1 -2.4 -1.7
C -0.52858 2.00385 -1.02499 1.0 -0.4 0.6
C 1.19723 -1.14343 0.10746 1.0 -3.0 -0.4
C 0.88485 -0.26979 3.54722 -0.7 3.1 -1.3
C 0.60857 -0.21357 -0.76878 -1.1 2.9 0.3
C 0.10365 1.00511 -0.23435 -0.9 1.2 1.0
C 0.21901 1.23963 1.14089 0.7 -1.1 1.7
C -2.31884 -1.48034 -0.68103 0.3 -0.2 0.9
C 0.92120 -1.27893 1.38079 0.0 1.7 0.3
N 0.77844 1.02998 3.38963 1.0 -0.4 2.7
N 0.21675 1.49827 2.33826 -1.0 -0.1 -4.0
N 0.61319 -1.22045 2.66146 0.4 -5.6 -0.1
O -1.86338 -2.15448 0.16673 -0.7 0.8 -1.2
O -2.79072 -0.78981 -1.48980 0.3 -0.5 0.4
H -0.19550 0.29662 -4.03114 -0.1 1.4 1.4
H -0.94681 2.53942 -3.13822 0.0 -0.5 1.8
H 0.87061 -1.31251 -2.52486 -0.8 1.6 0.1
H -0.83045 2.96519 -0.69051 -0.3 0.4 1.0
H 1.74702 -2.00964 -0.39095 -0.5 1.0 0.4
H 0.98465 -0.56946 4.51314 0.7 -0.9 2.5
H 0.61964 -2.25527 3.14374 -0.4 3.0 -1.1
```
Forces are in eV/Å.

=====

[4]
Computed, not measured: an isolated molecule of C11H7NO in a non-equilibrium geometry, with ωB97M-V with the def2-TZVPD basis set.

- Energy: -15051.37851 eV
- Energy above the lowest of the compared OMol25 structures with the same formula, charge and spin: 150.4 kcal/mol
- Kohn-Sham gap (spin up / spin down): 7.146 / 6.629 eV

Geometry as XYZ:
```
20
Properties=species:S:1:pos:R:3:forces:R:3
C -1.04493 -2.31522 -0.18492 0.7 0.0 0.1
C 0.07236 -1.95608 0.53096 0.0 -0.1 0.1
C -2.53131 1.12301 -0.60809 -0.3 -0.2 -0.1
C -0.89800 1.73815 0.79388 0.5 -0.3 0.4
C -1.74247 0.01381 -0.39091 0.6 0.4 0.4
C -0.70384 0.41342 0.51205 -0.4 0.2 -0.1
C -1.51500 -1.25745 -0.92024 -2.5 -0.7 -1.2
C 0.38232 -0.54807 0.58270 0.4 0.3 -0.1
C 2.50698 0.81977 -0.24688 0.1 0.5 -0.3
C 2.98107 -0.59421 -0.18015 0.3 -0.3 0.0
C 1.58809 -0.15495 0.17722 0.7 0.2 0.9
N -2.03506 2.13067 0.15788 -0.2 0.1 -0.2
O 2.77375 1.95325 -0.53917 0.0 -0.1 0.1
H -1.27553 -3.34343 -0.41719 -0.1 -0.1 0.0
H 0.87293 -2.65326 0.71811 0.1 -0.1 0.2
H -3.45152 1.21610 -1.14734 -0.1 0.1 -0.2
H -0.33482 2.40639 1.41338 0.1 0.2 0.0
H 3.12870 -1.16761 -1.08770 0.0 0.0 -0.2
H 3.66297 -0.87598 0.61391 0.1 0.0 0.2
H -2.43669 3.05170 0.22251 0.0 -0.1 0.0
```
Forces are in eV/Å.

=====

[5]
Computed, not measured: an isolated molecule of C11H7NO2 in a non-equilibrium geometry, with ωB97M-V with the def2-TZVPD basis set.

- Energy: -17103.75959 eV
- SMILES: O=C1N=CO[C@]12C=Cc1ccccc12
- Energy above the lowest of the compared OMol25 structures with the same formula, charge and spin: 3.5 kcal/mol
- Kohn-Sham gap: 9.301 eV

Geometry as XYZ:
```
21
Properties=species:S:1:pos:R:3:forces:R:3
O -1.82182 0.31580 -2.04892 -0.3 -0.6 2.2
C -2.02990 -0.00432 -0.89019 0.3 0.6 -1.0
N -3.09389 -0.73192 -0.37964 -1.5 -0.9 0.6
C -2.91441 -0.85554 0.89165 -0.6 -1.0 -0.5
O -1.83569 -0.34756 1.43262 0.3 1.0 0.7
C -1.18356 0.32309 0.38549 1.8 -0.7 -1.7
C -0.99738 1.78066 0.42683 -1.8 2.3 1.3
C 0.25122 2.12345 0.10116 -0.4 -0.1 -0.3
C 1.02713 0.87230 -0.14152 -0.1 0.4 1.0
C 2.36608 0.66762 -0.33264 -0.3 -0.6 0.4
C 2.84148 -0.66508 -0.32121 3.1 1.5 -1.6
C 1.99288 -1.72507 -0.34362 -0.9 0.9 1.3
C 0.65499 -1.51721 0.02709 2.7 3.3 -1.1
C 0.22043 -0.20806 0.14807 -0.9 -0.7 -0.3
H -3.47541 -1.42886 1.64997 -0.2 0.3 -0.9
H -1.89200 2.49181 0.66398 1.9 -1.4 -0.5
H 0.55110 3.16937 0.02563 0.3 -0.5 -0.2
H 2.84635 1.60929 -0.39790 1.6 0.2 -0.2
H 3.96066 -0.93760 -0.49176 -2.0 1.0 0.3
H 2.48010 -2.63984 -0.51186 -0.2 -1.5 0.0
H 0.05163 -2.29234 0.10675 -2.9 -3.5 0.5
```
Forces are in eV/Å.

=====

[6]
Computed, not measured: C11H7NO3 as an isolated structure in a non-equilibrium geometry, with ωB97M-V with the def2-TZVPD basis set.

- Energy: -19145.59598 eV
- Expectation value of S²: 2.030
- Kohn-Sham gap (spin up / spin down): 6.474 / 6.150 eV
- 2S+1: 3

Geometry as XYZ:
```
22
Properties=species:S:1:pos:R:3:forces:R:3
C 1.56364 -1.02969 -1.20107 0.7 -0.3 0.3
C 1.19585 3.22003 -0.54214 -0.1 2.8 0.2
C -1.02134 -2.36755 2.05763 0.0 -4.5 1.9
C 1.70896 1.93074 -0.58672 -2.6 -2.2 0.0
C -0.08067 -2.28557 1.01489 -1.9 2.1 2.4
C -0.20023 3.13435 -0.61032 1.8 -1.0 0.1
C -1.55521 -1.18157 2.22630 -3.1 2.4 0.8
C 0.57801 1.08046 -0.61780 1.1 0.4 0.0
C -0.10933 -0.98572 0.65405 0.9 0.2 -3.4
C -1.02573 -1.07811 -1.66370 0.0 3.6 -2.0
C 0.49183 -0.39912 -0.55716 -0.6 1.5 2.8
N 2.49067 -1.48446 -1.69693 0.4 -0.3 -0.3
O -0.94720 -2.11700 -2.17901 0.3 -3.7 -0.5
O -0.55971 1.80763 -0.58283 0.4 0.6 -0.6
O -1.08050 -0.34674 1.26824 -0.5 2.4 1.3
H 1.87522 4.15467 -0.40733 -1.7 -1.7 -0.5
H -1.33059 -3.25651 2.70250 0.7 1.3 -1.2
H 2.69005 1.54686 -0.53380 0.9 0.0 0.0
H 0.49430 -2.90271 0.51704 2.6 -3.6 -1.8
H -0.99918 3.79788 -0.86444 -0.1 0.4 0.4
H -2.42043 -0.80042 2.87957 1.8 -0.6 -1.2
H -1.75841 -0.43745 -1.27699 -1.2 0.5 1.3
```
Forces are in eV/Å.

=====

[7]
Computed, not measured: C11H8AsF3N2O4S7Tc as an isolated structure in a non-equilibrium geometry, with ωB97M-V with the def2-TZVPD basis set.

- Energy: -169743.59374 eV
- Expectation value of S²: 0.769
- Energy above the lowest of the compared OMol25 structures with the same formula, charge and spin: 0.0 kcal/mol
- Kohn-Sham gap (spin up / spin down): 6.421 / 5.578 eV
- 2S+1: 2

Geometry as XYZ:
```
37
Properties=species:S:1:pos:R:3:forces:R:3
Tc 0.55289 -0.87264 -0.32022 0.1 1.1 0.6
F 2.91175 3.73928 1.17674 0.1 -0.1 0.1
C 2.26583 4.04776 0.05103 -0.1 0.0 -0.2
F 2.89457 5.10512 -0.48222 0.0 0.1 -0.2
F 1.02852 4.44777 0.39758 0.0 0.1 0.0
C 2.18148 2.89390 -0.91940 0.0 0.0 0.5
C 2.49959 3.01260 -2.24151 0.0 0.0 -0.2
C 2.31615 1.93005 -3.11435 0.0 0.3 -0.1
C 1.77984 0.77827 -2.63911 -0.1 -0.3 0.5
N 1.48135 0.65425 -1.33144 0.0 -0.1 -0.3
C 1.69597 1.65163 -0.45329 0.0 0.0 -0.1
S 1.34670 1.13573 1.12718 -0.1 -0.7 0.2
H 2.88988 3.94493 -2.62076 0.0 0.1 0.0
H 2.54998 2.00705 -4.15400 0.2 0.1 -0.4
H 1.59707 -0.09250 -3.24883 -0.1 0.0 -0.1
S 0.87335 -1.93284 3.89603 -0.4 0.4 -0.7
As 1.45737 -2.93261 2.16761 0.6 -0.3 1.1
S -0.62332 -2.72736 0.76354 0.0 0.0 0.8
S 2.52919 -1.68389 0.68224 -0.2 -0.2 -0.1
S 2.19145 -4.82348 2.48362 -0.1 0.1 -0.7
O -1.04928 0.37928 0.01675 -0.8 -0.5 0.4
N -2.05535 -0.06398 0.83503 1.0 0.5 -0.8
C -1.93749 0.10253 2.15760 -0.1 -0.1 -0.3
C -2.91894 -0.41126 2.97347 0.1 0.2 0.1
C -3.99371 -1.07432 2.41212 0.1 -0.1 0.0
C -4.07393 -1.20471 1.03843 -0.1 0.1 -0.2
C -3.08529 -0.67746 0.24500 0.1 -0.1 0.2
H -1.04809 0.61384 2.48406 0.1 0.0 0.1
H -2.80661 -0.28500 4.03670 0.0 -0.1 0.1
H -4.74596 -1.51271 3.04135 -0.2 -0.1 0.1
H -4.87889 -1.72446 0.55615 -0.3 -0.1 0.0
H -3.01397 -0.75439 -0.82776 0.0 0.0 0.0
O -0.23796 -3.22731 -3.50341 -0.1 -0.3 -0.6
S -0.12395 -2.68054 -2.20941 0.4 1.1 0.6
O -0.87921 -1.39598 -1.92133 0.9 -0.8 -0.1
O 1.26736 -2.33495 -1.72896 -1.0 -0.2 -0.5
S -0.83834 -4.03159 -0.82620 0.1 -0.1 0.0
```
Forces are in eV/Å.

=====

[8]
Computed, not measured: C11H8F3N3O4S2SbScSe4 as an isolated structure in a non-equilibrium geometry, with ωB97M-V with the def2-TZVPD basis set.

- Energy: -342651.48778 eV
- Charge: -2
- Energy above the lowest of the compared OMol25 structures with the same formula, charge and spin: 34.9 kcal/mol
- Kohn-Sham gap: 4.824 eV

Geometry as XYZ:
```
37
Properties=species:S:1:pos:R:3:forces:R:3
Sc -2.17495 -0.19125 -0.20286 -0.1 1.4 -0.2
Se -4.86080 -3.57634 1.40631 -0.1 0.2 -0.1
Sb -2.67353 -2.86934 0.62895 -0.5 -2.9 1.0
Se -1.88305 -0.97561 2.19102 0.1 -0.2 -0.3
Se -2.82996 -2.08450 -1.78323 0.4 -0.5 0.2
Se -1.09470 -4.71502 0.83485 0.1 0.1 -0.1
F -6.58858 0.99634 -1.43006 -0.1 0.0 0.0
C -5.74390 -0.03736 -1.71262 0.6 0.5 0.3
F -6.25551 -1.13183 -1.20596 -0.2 -0.3 0.2
F -5.71530 -0.15567 -3.03872 0.0 0.0 -0.3
C -4.35700 0.35948 -1.12593 -0.7 0.9 0.2
O -3.58918 1.02778 -1.82664 0.1 -0.3 0.0
O -4.15162 0.11694 0.10900 -1.2 0.2 -0.3
N 4.54012 1.99921 3.11219 -0.1 0.1 0.0
C 3.47253 1.86913 2.21136 0.1 0.0 0.1
C 3.45169 2.61704 1.03592 0.0 0.0 0.0
C 2.38726 2.50233 0.15818 0.0 0.0 0.1
C 1.32881 1.65650 0.46325 0.2 0.1 0.2
C 1.33249 0.90566 1.63382 0.1 0.1 0.0
C 2.40260 1.02009 2.50181 0.0 -0.1 0.0
S 0.04074 1.43539 -0.70355 0.0 0.5 -0.2
O -1.25428 1.78997 -0.08442 0.4 0.3 -0.1
O 0.44285 2.19029 -1.86010 -0.1 0.0 0.0
N -0.17163 -0.10164 -0.90509 1.6 -0.4 -0.7
C 0.84084 -0.97117 -1.30918 -0.2 0.6 0.1
S 2.39997 -0.47388 -1.95543 -0.1 0.3 -0.1
C 2.85384 -2.12933 -2.06255 -0.1 -0.1 0.1
C 1.83281 -2.90251 -1.61828 -0.2 -0.1 0.1
N 0.70710 -2.24152 -1.20001 0.2 -0.4 0.0
H 5.41032 2.28507 2.69440 0.0 0.0 0.0
H 4.65718 1.21739 3.73614 0.0 0.0 0.0
H 4.28298 3.27520 0.80200 0.0 0.0 0.0
H 2.37118 3.05464 -0.77201 0.0 0.0 0.0
H 0.51258 0.22231 1.85238 0.1 0.0 0.0
H 2.41825 0.41989 3.40638 0.0 0.1 0.0
H 3.82496 -2.42115 -2.43193 -0.1 0.0 0.0
H 1.83291 -3.98251 -1.54937 0.0 0.0 0.0
```
Forces are in eV/Å.